# 1
Computed, not measured: a structure of composition C59H42N7O3RuS3 at a distorted geometry, with ωB97M-V/def2-TZVPD.

Geometry as XYZ:
```
115
Properties=species:S:1:pos:R:3
Ru 0.9643 2.3293 1.0418
O -0.4320 2.2930 2.8889
N -0.9947 3.4444 3.2014
C -2.2139 3.4393 3.7774
C -2.8468 4.6009 4.1326
C -2.2239 5.8198 3.8680
C -0.9769 5.8138 3.2863
C -0.3400 4.6094 2.9606
S 1.2444 4.5232 2.3166
H -2.6379 2.4623 3.9538
H -3.8111 4.5560 4.6174
H -2.7047 6.7553 4.1206
H -0.4401 6.7271 3.0747
C -7.6700 1.3687 -2.0124
C -6.2109 1.2391 -1.6671
C -5.3186 0.6969 -2.5879
C -3.9746 0.5641 -2.2741
C -3.5210 0.9529 -1.0210
C -4.3914 1.4938 -0.0899
C -5.7288 1.6343 -0.4189
S -1.7870 0.6201 -0.6970
O -1.2604 1.7979 0.0773
C -2.1256 -0.6541 0.5517
C -2.0822 -0.2368 1.8935
C -2.3221 -1.1308 2.8925
C -2.5625 -2.4928 2.5973
C -2.7516 -3.4496 3.6255
C -2.8823 -4.7750 3.3304
C -2.8448 -5.2092 1.9880
C -2.7065 -4.3087 0.9720
C -2.5721 -2.9224 1.2453
C -2.3848 -1.9666 0.2012
C -2.4631 -2.3968 -1.2352
C -3.7128 -2.8357 -1.7739
C -4.9033 -2.8646 -1.0035
C -6.0833 -3.2806 -1.5518
C -6.1400 -3.6923 -2.8999
C -5.0173 -3.6516 -3.6736
C -3.7791 -3.2176 -3.1385
C -2.6164 -3.1622 -3.9419
C -1.4317 -2.7451 -3.4166
C -1.3593 -2.3601 -2.0648
S 0.2266 -1.7100 -1.4878
O 0.9903 -1.4174 -2.7266
C 0.8696 -3.2580 -0.8317
C 0.8369 -3.4264 0.5447
C 1.4861 -4.5131 1.1151
C 2.1853 -5.4153 0.3194
C 2.9562 -6.5542 0.9322
C 2.1906 -5.2314 -1.0637
C 1.5399 -4.1567 -1.6454
H -7.7981 1.6278 -3.0629
H -8.1522 2.1372 -1.4093
H -8.1828 0.4213 -1.8330
H -5.6738 0.3750 -3.5599
H -3.2743 0.1472 -2.9913
H -4.0261 1.7940 0.8858
H -6.4148 2.0480 0.3114
H -1.8318 0.7984 2.0926
H -2.3120 -0.8185 3.9306
H -2.7701 -3.1110 4.6550
H -3.0050 -5.5016 4.1236
H -2.9205 -6.2669 1.7699
H -2.6793 -4.6461 -0.0555
H -4.8735 -2.5494 0.0308
H -6.9827 -3.3006 -0.9495
H -7.0799 -4.0361 -3.3133
H -5.0503 -3.9601 -4.7125
H -2.6848 -3.4586 -4.9821
H -0.5255 -2.6887 -4.0086
H 0.3465 -2.6854 1.1675
H 1.4726 -4.6362 2.1918
H 2.9587 -6.4843 2.0189
H 3.9881 -6.5395 0.5792
H 2.5210 -7.5152 0.6503
H 2.7343 -5.9288 -1.6914
H 1.5789 -3.9848 -2.7148
N 11.3459 3.2441 -1.7638
C 10.3398 3.1023 -1.2257
C 9.0792 2.9207 -0.5604
C 7.9378 2.6280 -1.3047
C 6.7249 2.4482 -0.6673
C 6.6501 2.5578 0.7153
C 7.7861 2.8359 1.4631
C 8.9973 3.0243 0.8263
N 5.3999 2.3856 1.3637
C 5.1707 1.7446 2.5662
C 3.8276 1.7588 2.7543
N 3.2356 2.4167 1.7030
C 4.1949 2.7707 0.8835
H 8.0053 2.5292 -2.3793
H 5.8446 2.1980 -1.2463
H 7.7184 2.9176 2.5401
H 9.8860 3.2541 1.3981
H 5.9698 1.3175 3.1450
H 3.2456 1.3454 3.5604
H 4.0566 3.3216 -0.0342
N 1.6580 0.3147 0.8067
C 2.6712 -0.0166 0.3349
C 3.8786 -0.4089 -0.1974
C 4.8356 -1.0891 0.6023
N 5.6387 -1.6157 1.2438
C 4.2337 -0.0631 -1.5266
N 4.5896 0.2528 -2.5794
C 1.5020 4.7575 -3.1619
C 2.0771 3.5107 -2.9637
C 1.8438 2.8164 -1.7812
C 1.0678 3.3847 -0.7799
C 0.5005 4.6341 -0.9734
C 0.7015 5.3114 -2.1699
H 1.6766 5.2988 -4.0832
H 2.6985 3.0625 -3.7292
H 2.2576 1.8195 -1.6798
H -0.1020 5.0922 -0.1997
H 0.2282 6.2732 -2.3254
```

E_tot in a.u.: -4171.85093
Energy above the lowest of the compared OMol25 structures with the same formula, charge and spin in eV: 2.6736
HOMO-LUMO gap (alpha / beta) in eV: 7.18 / 7.32
Spin multiplicity: 2
Charge: 0
⟨S²⟩: 0.768
HOMO energy (alpha / beta) in eV: -7.765 / -7.709

---

# 2
Computed, not measured: the molecule H3NO2S at a distorted geometry, with ωB97M-V/def2-TZVPD.

Geometry as XYZ:
```
7
Properties=species:S:1:pos:R:3
N -0.0352 1.0550 0.1029
O -0.6274 -1.1814 -1.5379
O 1.0364 -1.2724 0.8632
S -0.0643 -0.6436 0.2361
H -0.1009 1.1041 -0.9114
H 0.9266 1.6495 0.2306
H -1.1352 -0.7112 1.0164
```

E_tot in a.u.: -605.05481
Energy above the lowest of the compared OMol25 structures with the same formula, charge and spin in eV: 4.3010
SMILES: N[SH](=O)=O
HOMO-LUMO gap in eV: 10.34
Spin multiplicity: 1
Charge: 0
HOMO energy in eV: -10.288

---

# 3
Computed, not measured: a structure of composition C8H10BrCuN5OS at a distorted geometry, with ωB97M-V/def2-TZVPD.

Geometry as XYZ:
```
27
Properties=species:S:1:pos:R:3
Cu -1.1990 -0.4660 0.8185
O -5.8409 2.6772 -1.7598
C -4.6660 2.0398 -1.2498
C -3.3667 2.2854 -1.7910
C -2.3680 1.5777 -1.2273
N -2.5204 0.6715 -0.1578
C -3.6936 0.5766 0.3342
Br -3.9970 -0.7019 1.7429
C -4.8424 1.1644 -0.1930
H -5.6203 3.2798 -2.5400
H -3.1628 2.9520 -2.5980
H -1.3333 1.7094 -1.5553
H -5.8468 1.0615 0.2373
C 5.3331 -1.0981 0.1373
C 4.1202 -1.7881 0.6874
N 4.1260 -2.5326 1.7309
N 2.9087 -2.5138 2.2340
C 1.9907 -1.7996 1.5141
S 0.3738 -1.7360 1.9729
N 2.7916 -1.2624 0.5685
N 2.3245 -0.3639 -0.4449
H 6.0047 -1.3424 -0.7545
H 6.2043 -1.2187 0.7671
H 4.9247 -0.2918 -0.4153
H 2.7329 -3.2120 2.9791
H 1.5110 0.2233 -0.1126
H 3.1110 0.1086 -0.9249
```

E_tot in a.u.: -5271.85168
Energy above the lowest of the compared OMol25 structures with the same formula, charge and spin in eV: 2.5909
HOMO-LUMO gap (alpha / beta) in eV: 9.02 / 4.52
Spin multiplicity: 2
Charge: +2
⟨S²⟩: 0.772
HOMO energy (alpha / beta) in eV: -15.664 / -15.655

---

# 4
Computed, not measured: a structure of composition C15H8CuI2NO7S2 at a distorted geometry, with ωB97M-V/def2-TZVPD.

Geometry as XYZ:
```
36
Properties=species:S:1:pos:R:3
Cu -0.5440 0.0242 0.2539
O 1.4194 -1.7152 2.7877
S 1.7530 -2.1196 1.4254
O 3.0728 -2.6932 1.3090
O 1.4523 -1.0611 0.4597
C 0.6563 -3.5371 1.0623
C 1.1249 -4.6868 1.7006
C 0.4818 -5.9049 1.5891
C -0.6543 -6.0049 0.8043
C -1.1287 -4.8825 0.1532
C -0.4969 -3.6425 0.2683
S -1.3903 -2.3363 -0.6048
O -0.4328 -1.4564 -1.3033
O -2.3093 -3.0064 -1.4801
O -2.0031 -1.5166 0.4733
H 2.0284 -4.6005 2.2874
H 0.8775 -6.7703 2.1059
H -1.1691 -6.9500 0.6872
H -2.0043 -4.9469 -0.4749
I 0.2645 5.1084 -0.0808
C 0.1653 3.7995 1.5364
C 0.3635 4.2818 2.8394
C 0.2909 3.4535 3.9287
I 0.6035 4.2640 5.8359
C 0.0149 2.0760 3.7616
C -0.1455 1.0963 4.7778
C -0.4082 -0.2024 4.4612
C -0.5192 -0.5866 3.1028
N -0.4800 0.3341 2.1783
C -0.1567 1.6245 2.4472
C -0.1020 2.4599 1.2827
O -0.3159 1.9404 0.1129
H 0.5778 5.3328 2.9764
H -0.0708 1.3997 5.8144
H -0.5105 -0.9579 5.2267
H -1.0573 -1.4848 2.8359
```

E_tot in a.u.: -4190.22539
Energy above the lowest of the compared OMol25 structures with the same formula, charge and spin in eV: 0.5286
HOMO-LUMO gap (alpha / beta) in eV: 7.46 / 6.90
Spin multiplicity: 2
Charge: -1
⟨S²⟩: 0.752
HOMO energy (alpha / beta) in eV: -5.391 / -5.361

---

# 5
Computed, not measured: a cluster of 10 separate species, C40H64IO21P in total at a distorted geometry, with ωB97M-V/def2-TZVPD.

Geometry as XYZ:
```
127
Properties=species:S:1:pos:R:3
O 0.5856 -0.8821 -1.6274
C 0.1258 -1.3516 -2.7021
O 0.2499 -0.7723 -3.8129
P -0.8200 -3.0675 -2.5393
I 0.8912 -3.9676 -0.6863
C -2.1105 -2.5910 -3.8775
C -3.5372 -3.1210 -3.6487
C -4.3200 -2.3789 -2.5478
O -3.6264 -1.2326 -2.0474
H 0.0750 -3.6320 -3.5499
H -1.4857 -4.3596 -2.4132
H -1.5938 -2.5265 -1.4395
H -2.1893 -1.5218 -4.0422
H -1.7660 -3.0138 -4.8205
H -4.0909 -2.9613 -4.5778
H -3.5814 -4.1908 -3.4687
H -5.2682 -2.0284 -2.9665
H -4.5797 -3.0949 -1.7680
H -4.0417 -1.0173 -1.2118
O -4.3972 -4.7318 -0.4357
C -4.3031 -4.5983 0.7411
O -3.2632 -5.0883 1.4648
C -3.4718 -4.8564 2.8578
C -4.4564 -3.6953 2.9321
C -5.2915 -3.9103 1.6714
H -3.8759 -5.7700 3.3061
H -2.5165 -4.6282 3.3250
H -5.0354 -3.6796 3.8557
H -3.9167 -2.7507 2.8569
H -6.1345 -4.5816 1.8431
H -5.6394 -2.9771 1.2375
O -3.3918 4.0345 -0.3647
C -2.5321 3.5003 -1.0212
O -1.2992 4.0292 -1.1623
C -0.5283 3.2219 -2.0949
C -1.1868 1.8592 -2.0829
C -2.6466 2.2212 -1.8208
H -0.5684 3.7002 -3.0770
H 0.5069 3.1796 -1.7655
H -1.0210 1.2925 -2.9986
H -0.7965 1.2603 -1.2593
H -3.1908 2.4353 -2.7439
H -3.1653 1.4552 -1.2524
O 2.3158 -7.5688 -2.1076
C 2.2444 -7.8073 -0.9420
O 1.0986 -7.7279 -0.2239
C 1.3611 -7.9793 1.1592
C 2.6617 -8.7685 1.1910
C 3.3915 -8.2127 -0.0259
H 1.4452 -7.0180 1.6713
H 0.5253 -8.5340 1.5850
H 3.2067 -8.6619 2.1200
H 2.4523 -9.8324 1.0389
H 3.9725 -7.3217 0.2161
H 4.0239 -8.9544 -0.5078
O 4.0734 -7.2111 3.7280
C 4.5183 -8.1468 4.3112
O 4.5252 -9.4214 3.8085
C 5.0245 -10.3296 4.8011
C 5.8491 -9.4796 5.7586
C 5.1132 -8.1452 5.7085
H 4.1729 -10.8036 5.2954
H 5.6195 -11.0963 4.3099
H 5.9261 -9.9095 6.7561
H 6.8598 -9.3567 5.3666
H 4.2981 -8.0996 6.4318
H 5.7764 -7.2958 5.8396
O 4.3542 5.8392 2.6284
C 3.5540 5.7035 1.7431
O 3.8272 6.0449 0.4662
C 2.6441 5.8786 -0.3550
C 1.7787 4.8831 0.3997
C 2.1306 5.1957 1.8537
H 2.1638 6.8485 -0.4643
H 2.9348 5.5221 -1.3359
H 0.7189 4.9739 0.1709
H 2.0870 3.8655 0.1558
H 1.5029 5.9899 2.2615
H 2.0831 4.3182 2.4915
O -0.9227 6.1617 3.4179
C -1.8556 6.7676 2.9852
O -2.5293 7.7008 3.7157
C -3.6623 8.1756 2.9710
C -3.3364 7.8861 1.5122
C -2.4948 6.6169 1.6208
H -4.5499 7.6370 3.3115
H -3.7973 9.2371 3.1705
H -4.2204 7.7782 0.8870
H -2.7308 8.6964 1.1012
H -3.1090 5.7158 1.6149
H -1.7396 6.5508 0.8440
O 9.5415 2.0306 4.7887
C 8.5705 2.5972 4.3776
O 7.8973 3.5185 5.1099
C 6.7196 3.9497 4.3917
C 7.0022 3.6426 2.9403
C 7.8865 2.4014 3.0327
H 5.8600 3.3960 4.7732
H 6.5600 5.0098 4.5664
H 6.0998 3.5022 2.3516
H 7.5690 4.4613 2.4946
H 7.3014 1.4815 3.0694
H 8.6172 2.3454 2.2315
O 2.0180 7.2687 -2.8836
C 2.5559 8.3143 -3.0732
O 2.3878 9.0417 -4.2104
C 3.2462 10.1914 -4.1922
C 3.5614 10.4366 -2.7219
C 3.5389 9.0194 -2.1536
H 4.1415 9.9635 -4.7754
H 2.7282 11.0277 -4.6563
H 4.5009 10.9640 -2.5667
H 2.7650 11.0275 -2.2667
H 4.5081 8.5265 -2.2375
H 3.1947 8.9870 -1.1243
O -6.4459 -4.0752 -4.0854
C -7.3582 -3.4265 -4.4760
O -7.9905 -2.4820 -3.7143
C -9.1096 -1.9432 -4.4232
C -8.8225 -2.2060 -5.8967
C -8.0316 -3.5110 -5.8367
H -10.0158 -2.4526 -4.0817
H -9.1958 -0.8827 -4.1955
H -9.7234 -2.2570 -6.5075
H -8.1897 -1.4124 -6.2959
H -8.6817 -4.3870 -5.8495
H -7.2890 -3.5847 -6.6252
```

E_tot in a.u.: -3781.66511
Energy above the lowest of the compared OMol25 structures with the same formula, charge and spin in eV: 0.0000
HOMO-LUMO gap in eV: 2.25
Spin multiplicity: 1
Charge: -2
HOMO energy in eV: 0.642

---

# 6
Computed, not measured: a structure of composition C5H11NO2 at a distorted geometry, with ωB97M-V/def2-TZVPD.

Geometry as XYZ:
```
19
Properties=species:S:1:pos:R:3
O -0.5037 3.2779 1.0967
C -0.2402 0.5866 2.1193
O -0.9249 -2.7529 0.7076
C -0.6841 0.1985 0.8790
C 1.7560 -1.1940 -1.9688
C 1.0660 -0.1494 -2.4552
C 0.8187 -1.3811 -0.9253
N -0.7577 1.0701 -0.1528
H -0.1486 -0.1540 2.8990
H -0.0697 1.6370 2.3202
H -0.2416 -1.5527 -1.1033
H 1.3291 0.5078 -3.2754
H -0.1807 0.8962 -0.9985
H -1.0938 -0.7953 0.7044
H 0.9989 -1.7657 0.0832
H 2.4993 -1.9046 -2.3056
H -1.4626 -3.4612 1.0755
H -0.7094 4.2177 1.1773
H -0.6712 2.0748 0.1560
```

E_tot in a.u.: -401.82866
Energy above the lowest of the compared OMol25 structures with the same formula, charge and spin in eV: 14.9521
HOMO-LUMO gap in eV: 3.64
Spin multiplicity: 1
Charge: 0
HOMO energy in eV: -8.511